## a
Formula: CClNO2S
Source: the Open Molecules 2025 dataset
Level of theory: wB97M-V/def2-TZVPD

CARTESIAN COORDINATES (ANGSTROEM)
C1 -0.815 -1.219 0.037
N1 -0.403 -2.384 0.003
O1 1.367 1.419 -1.278
O2 1.272 1.394 1.185
S1 0.778 0.952 -0.066
Cl1 -2.198 -0.163 0.120

Its charge is 0. The orbital gap is 10.120 eV. As for the LUMO energy: -1.56 eV. The HOMO energy is -11.68 eV.

What are the Löwdin partial charges on each atom? They are as follows, in elementary charge units:
1. C -0.77
2. N 0.10
3. O -0.38
4. O -0.38
5. S 0.80
6. Cl 0.63



## b
Formula: CClNO2S
Source: the Open Molecules 2025 dataset
Level of theory: wB97M-V/def2-TZVPD

CARTESIAN COORDINATES (ANGSTROEM)
C1 2.660 -0.022 0.221
N1 3.462 -0.659 0.710
O1 -1.567 -0.734 -0.332
O2 -3.432 0.923 -0.248
S1 -2.707 -0.189 0.363
Cl1 1.584 0.681 -0.715

Its charge is 0. The orbital gap is 10.148 eV. As for the LUMO energy: -1.55 eV. The HOMO energy is -11.70 eV.

What are the Löwdin partial charges on each atom? They are as follows, in elementary charge units:
1. C -0.87
2. N 0.09
3. O -0.46
4. O -0.44
5. S 0.90
6. Cl 0.79



Verdict on stability: b comes out on top.



## a
Formula: C17H25NO4
Source: the Open Molecules 2025 dataset
Level of theory: wB97M-V/def2-TZVPD

CARTESIAN COORDINATES (ANGSTROEM)
C1 -0.420 5.322 -2.167
H1 -1.418 4.892 -2.139
H2 -0.460 6.297 -1.687
H3 -0.132 5.465 -3.206
C2 0.588 4.425 -1.454
C3 1.948 5.119 -1.382
H4 2.671 4.502 -0.854
H5 2.327 5.310 -2.384
H6 1.863 6.069 -0.860
C4 0.738 3.072 -2.157
C5 -0.543 2.234 -2.126
O1 -0.328 0.914 -2.595
C6 0.233 -0.009 -1.790
C7 0.636 0.195 -0.469
C8 1.159 -0.847 0.270
C9 1.302 -2.122 -0.276
C10 0.931 -2.308 -1.614
C11 0.404 -1.281 -2.354
H7 0.103 -1.426 -3.380
H8 1.056 -3.290 -2.046
C12 1.787 -3.302 0.470
O2 2.137 -4.315 -0.099
C13 1.744 -3.247 1.987
C14 0.331 -3.589 2.492
N1 -0.643 -2.638 1.983
H9 -0.804 -2.815 0.995
C15 -1.921 -2.572 2.677
C16 -2.944 -3.629 2.262
H10 -2.606 -4.623 2.543
H11 -3.097 -3.598 1.184
H12 -3.893 -3.423 2.749
H13 -1.728 -2.660 3.754
C17 -2.497 -1.154 2.472
O3 -3.635 -0.865 2.707
O4 -1.596 -0.279 2.037
H14 -0.753 -0.771 1.892
H15 0.326 -3.525 3.584
H16 0.098 -4.625 2.209
H17 2.432 -4.001 2.372
H18 2.040 -2.270 2.361
H19 1.481 -0.640 1.278
H20 0.540 1.162 -0.002
H21 -0.977 2.219 -1.119
H22 -1.284 2.644 -2.816
H23 1.538 2.506 -1.674
H24 1.032 3.229 -3.197
H25 0.234 4.249 -0.431

Its charge is 0. The orbital gap is 9.135 eV. As for the LUMO energy: 0.26 eV. The HOMO energy is -8.87 eV.

Löwdin atomic charge list, values in e, 8 entries:
1. C -0.08
2. H 0.07
3. H 0.08
4. H 0.08
5. C -0.44
6. C -0.08
7. H 0.08
8. H 0.08



## b
Formula: C17H25NO4
Source: the Open Molecules 2025 dataset
Level of theory: wB97M-V/def2-TZVPD

CARTESIAN COORDINATES (ANGSTROEM)
C1 -2.536 -7.209 -0.861
C2 -2.514 -5.998 -1.788
C3 -2.510 -4.664 -1.041
C4 -1.259 -4.399 -0.200
C5 -0.015 -4.147 -1.056
O1 -0.157 -3.028 -1.911
C6 -0.068 -1.773 -1.418
C7 0.284 -1.431 -0.113
C8 0.371 -0.103 0.261
C9 0.101 0.915 -0.648
C10 -0.273 0.568 -1.948
C11 -0.347 -0.749 -2.331
H1 -0.624 -1.024 -3.336
H2 -0.500 1.359 -2.646
C12 0.152 2.352 -0.306
O2 -0.480 3.199 -0.938
N1 0.944 2.709 0.725
H3 1.440 2.014 1.258
C13 1.170 4.107 1.070
C14 2.454 4.273 1.877
C15 3.142 5.615 1.621
C16 2.291 6.809 2.034
H4 1.968 6.705 3.066
H5 1.404 6.895 1.412
H6 2.864 7.729 1.939
H7 3.396 5.694 0.561
H8 4.076 5.631 2.186
H9 2.207 4.190 2.938
H10 3.148 3.470 1.615
H11 1.231 4.664 0.124
C17 -0.075 4.620 1.840
O3 -0.065 4.845 3.018
O4 -1.151 4.761 1.088
H12 -1.020 4.377 0.178
H13 0.617 0.121 1.289
H14 0.492 -2.190 0.625
H15 0.874 -4.041 -0.422
H16 0.151 -4.985 -1.736
H17 -1.057 -5.243 0.460
H18 -1.446 -3.522 0.423
H19 -2.612 -3.854 -1.767
H20 -3.381 -4.630 -0.382
H21 -3.405 -6.025 -2.420
H22 -1.648 -6.060 -2.448
H23 -3.371 -7.142 -0.167
H24 -1.616 -7.285 -0.287
H25 -2.646 -8.123 -1.440

Its charge is 0. The orbital gap is 9.516 eV. As for the LUMO energy: 0.58 eV. The HOMO energy is -8.94 eV.

Löwdin atomic charge list, values in e, 8 entries:
1. C -0.11
2. C -0.26
3. C -0.21
4. C -0.17
5. C -0.19
6. O -0.04
7. C -0.26
8. C -0.01



## c
Formula: C17H25NO4
Source: the Open Molecules 2025 dataset
Level of theory: wB97M-V/def2-TZVPD

CARTESIAN COORDINATES (ANGSTROEM)
C1 -8.052 0.064 0.183
C2 -6.858 -0.196 1.094
C3 -5.542 -0.346 0.333
C4 -5.092 0.944 -0.350
C5 -3.703 0.800 -0.963
O1 -2.774 0.638 0.092
C6 -1.461 0.485 -0.202
C7 -0.610 0.317 0.895
C8 0.747 0.171 0.718
C9 1.296 0.182 -0.564
C10 0.443 0.321 -1.653
C11 -0.919 0.480 -1.484
H1 -1.547 0.595 -2.354
H2 0.870 0.306 -2.644
C12 2.748 0.022 -0.837
O2 3.174 -0.440 -1.881
N1 3.574 0.424 0.163
H3 3.198 0.914 0.958
C13 5.005 0.377 0.026
C14 5.656 -0.585 1.036
C15 5.150 -2.020 0.896
C16 5.471 -2.639 -0.460
H4 5.225 -3.698 -0.453
H5 6.530 -2.533 -0.687
H6 4.892 -2.167 -1.249
H7 4.069 -2.040 1.053
H8 5.612 -2.617 1.686
H9 6.735 -0.552 0.879
H10 5.449 -0.226 2.048
H11 5.208 0.021 -0.992
C17 5.645 1.745 0.171
O3 6.821 1.962 0.068
O4 4.758 2.709 0.457
H12 5.208 3.565 0.528
H13 1.372 0.016 1.586
H14 -1.047 0.303 1.881
H15 -3.673 -0.073 -1.629
H16 -3.453 1.698 -1.546
H17 -5.065 1.753 0.382
H18 -5.787 1.219 -1.144
H19 -4.761 -0.650 1.032
H20 -5.646 -1.134 -0.417
H21 -7.038 -1.114 1.658
H22 -6.767 0.620 1.814
H23 -7.958 1.021 -0.323
H24 -8.972 0.078 0.763
H25 -8.135 -0.718 -0.568

Its charge is 0. The orbital gap is 9.330 eV. As for the LUMO energy: 0.59 eV. The HOMO energy is -8.74 eV.

Löwdin atomic charge list, values in e, 8 entries:
1. C -0.12
2. C -0.27
3. C -0.22
4. C -0.18
5. C -0.21
6. O -0.04
7. C -0.26
8. C 0.00



## d
Formula: C17H25NO4
Source: the Open Molecules 2025 dataset
Level of theory: wB97M-V/def2-TZVPD

CARTESIAN COORDINATES (ANGSTROEM)
C1 1.691 3.773 0.555
C2 2.110 2.522 0.598
C3 2.499 1.711 -0.604
N1 1.868 0.415 -0.586
C4 0.672 0.208 -0.950
C5 0.126 -1.152 -0.950
C6 -1.240 -1.319 -1.048
O1 -1.814 -2.490 -1.201
H1 -1.067 -3.183 -1.212
C7 -2.238 -0.194 -0.981
C8 -3.327 -0.518 0.038
O2 -4.456 -0.113 -0.033
O3 -2.864 -1.267 1.037
C9 -3.799 -1.613 2.048
H2 -3.263 -2.241 2.755
H3 -4.175 -0.714 2.541
H4 -4.641 -2.155 1.614
H5 -2.742 -0.142 -1.954
C10 -1.613 1.184 -0.675
C11 -0.294 1.258 -1.450
H6 -0.482 1.082 -2.514
H7 0.130 2.254 -1.334
C12 -1.339 1.347 0.822
H8 -0.733 2.235 0.993
H9 -0.804 0.486 1.216
H10 -2.271 1.460 1.372
C13 -2.561 2.288 -1.144
H11 -3.545 2.155 -0.700
H12 -2.177 3.263 -0.849
H13 -2.669 2.274 -2.226
C14 0.951 -2.359 -0.911
O4 0.449 -3.475 -1.102
C15 2.414 -2.279 -0.597
H14 2.865 -1.429 -1.104
C16 2.613 -2.113 0.916
C17 4.093 -2.066 1.269
H15 4.593 -2.980 0.956
H16 4.570 -1.225 0.773
H17 4.224 -1.954 2.342
H18 2.133 -1.186 1.229
H19 2.135 -2.947 1.435
H20 2.877 -3.213 -0.922
H21 2.300 2.275 -1.524
H22 3.577 1.511 -0.551
H23 2.189 1.995 1.539
H24 1.429 4.316 1.447
H25 1.606 4.316 -0.374

Its charge is 0. The orbital gap is 9.450 eV. As for the LUMO energy: 0.55 eV. The HOMO energy is -8.90 eV.

Löwdin atomic charge list, values in e, 8 entries:
1. C -0.01
2. C -0.18
3. C -0.22
4. N 0.07
5. C -0.24
6. C -0.02
7. C -0.19
8. O 0.13



Verdict on stability: c comes out on top.